Entry 1:
ORCA calculation (ωB97M-V/def2-TZVPD) on a cluster of 2 separate species, C26H38Br2F2NO8S in total at a distorted geometry.

Values from the calculation:
Charge ... +1
Lowest unoccupied orbital energy ... -5.435 eV
HOMO energy ... -0.4299 hartree
E ... -201789.6575 eV
Energy relative to the best compared isomer or geometry (same formula, charge and spin) ... 0.000 eV
Gap between HOMO and LUMO ... 6.3 eV

Positions of all 78 atoms, in Å:
Br 0.47490 -4.26612 0.02862
Br -4.31134 0.47835 -1.32677
S 1.21447 -4.07563 -3.13857
F 0.79410 -1.29258 1.40032
F 2.56024 -3.91579 -2.21289
O -2.43202 -2.13742 1.46458
O 1.65912 -3.99897 -4.50763
O -0.29913 -1.86652 2.01102
O -0.32758 0.07685 7.19497
O 0.53941 -5.33903 -2.90828
O 2.56763 2.28061 4.00456
O 2.04716 1.39791 1.96543
O 1.14742 0.97826 8.64705
N -0.47070 -1.75312 -3.33019
C -1.87884 0.39144 -3.63812
C -3.14364 -0.19937 -4.44915
C -1.07608 -1.82680 -0.46130
C -0.18487 -1.72914 -4.80771
C 0.09708 -2.77421 -2.55826
C 1.21074 -1.06229 -5.13649
C -1.74885 1.77789 -0.49498
C -1.73452 -0.20722 7.20882
C -2.46481 0.33610 -0.58419
C 3.04219 2.32939 1.48870
C -0.25508 1.77114 -0.99641
C -0.21939 -2.83445 -1.11720
C -4.28313 0.87873 -4.68805
C 1.65563 0.12149 -4.17940
C 0.04627 0.57893 8.40621
C 3.23695 0.85150 -0.71225
C 0.96494 0.53587 4.16464
C -1.32197 -1.96837 1.06633
C -1.27966 -0.77717 -2.76952
C 3.10968 1.02431 -2.27693
C -2.09598 -0.36470 8.67175
C -1.13095 0.59229 9.35009
C 1.93264 1.48502 3.35294
C 2.66888 -0.32074 -3.03907
C 3.25622 2.30201 -0.06990
C -1.60745 -0.74866 -1.30351
H -0.84301 0.24157 10.33894
H -1.92949 -1.11592 6.63892
H -0.09917 0.87378 4.06341
H -2.21528 1.26178 -3.03171
H -1.53201 1.60635 9.40317
H -2.84717 -0.56039 -5.47725
H 2.69304 3.36544 1.77665
H 1.10208 -0.60463 -6.16529
H 2.07014 -1.77176 -5.20444
H 2.53152 3.00293 -0.56343
H -2.26288 0.62658 6.73761
H 4.20505 0.36382 -0.39484
H -1.16513 0.74568 -4.42765
H -1.84130 2.21746 0.53795
H 2.41241 0.19557 -0.32373
H 1.21837 0.60999 5.25763
H 2.20995 -0.97979 -2.25631
H -3.14470 -0.15344 8.88087
H 0.37786 0.95284 -0.56821
H 0.81456 0.71944 -3.74529
H -0.27366 -2.79222 -5.17606
H -4.70274 0.67984 -5.71973
H 4.04233 2.18767 1.99306
H -5.16209 0.74416 -3.99813
H -2.64952 0.06518 0.49305
H 4.04427 1.47197 -2.70413
H -2.32995 2.46583 -1.16965
H 2.23931 0.84062 -4.82926
H -3.52300 -1.12384 -3.92173
H 2.27971 1.76473 -2.45318
H -0.16873 1.81059 -2.12166
H -3.89675 1.92843 -4.70865
H 0.21408 2.73748 -0.64299
H -1.88757 -1.38727 8.99688
H 3.62437 -0.73500 -3.47182
H 1.11018 -0.53707 3.87580
H -0.96197 -1.17311 -5.38393
H 4.28716 2.72492 -0.25411

=====

Entry 2:
ORCA calculation (ωB97M-V/def2-TZVPD) on a structure of composition C5H5F6OP at a distorted geometry.

Values from the calculation:
Lowest unoccupied orbital energy ... 0.811 eV
HOMO energy ... -0.3850 hartree
E ... -32905.5418 eV
Energy relative to the best compared isomer or geometry (same formula, charge and spin) ... 0.687 eV
Gap between HOMO and LUMO ... 11.3 eV

Positions of all 18 atoms, in Å:
P 1.07430 -1.61879 1.92158
F 2.82040 2.31394 -0.18344
F 2.24713 1.33899 1.72459
F 0.14708 -1.56890 -0.54840
F 3.24239 -2.01876 -0.30623
F 2.37995 -0.85710 -1.89390
F -0.14535 1.17318 0.97077
O 3.07806 0.17834 -0.01865
C 2.45746 -0.99823 -0.52745
C 1.09597 -1.01332 0.17152
C 2.26443 1.20537 0.36621
C 0.75628 0.88006 -0.00175
C 0.28349 1.21901 -1.33355
H 0.65097 -2.80178 1.36785
H -0.42543 2.03764 -1.43408
H -0.33540 0.46489 -1.86013
H -0.31000 -1.06657 2.04524
H 1.09301 1.57601 -2.09764

=====

Entry 3:
ORCA calculation (ωB97M-V/def2-TZVPD) on a structure of composition C54H55CsGeN8O3S2 at a distorted geometry.

Values from the calculation:
Charge ... -2
Lowest unoccupied orbital energy ... 3.178 eV
HOMO energy ... 0.0276 hartree
E ... -153686.0244 eV
Energy relative to the best compared isomer or geometry (same formula, charge and spin) ... 1.141 eV
Gap between HOMO and LUMO ... 2.4 eV

Positions of all 124 atoms, in Å:
Cs -0.47684 0.00245 -0.34958
Ge 2.45373 2.26233 3.08456
S 1.68076 -1.88101 -1.97542
S 1.01369 -0.45587 2.52016
O 0.40318 -2.26483 -1.31465
O -4.20035 6.96447 3.35321
O -3.29617 5.46700 4.71026
N -0.75604 1.17024 -3.03752
N -1.29201 -1.54650 3.58117
N 3.29870 0.67818 -2.85146
N -3.03754 -0.87725 -0.03560
N -1.87338 -1.29635 2.35703
N 0.44738 -1.31352 5.00535
N 5.06881 1.73442 -2.03877
N -1.82053 2.78369 -0.91919
C 2.07408 4.89693 4.28414
C 4.30761 -2.57596 -1.36455
C -0.30528 0.48750 -4.08055
C -2.00168 3.09374 -2.25438
C 3.43710 5.06275 -0.00568
C 3.27156 3.40546 5.71817
C -3.58194 5.91429 3.43109
C 5.38723 1.64944 3.49118
C -2.51273 3.81310 2.47731
C 2.66283 3.64656 4.48524
C -2.26271 3.55785 0.04247
C 5.50831 1.00237 -3.11005
C -5.76591 -0.63539 -0.31618
C 2.28640 5.08877 -0.79078
C -4.94074 -0.40865 -1.40300
C 3.73416 1.50587 -1.92956
C 2.97505 -2.63352 -0.97714
C 4.40339 0.36215 -3.59876
C 3.61017 -3.69823 1.07230
C 6.60014 1.06424 3.13949
C 2.43668 3.39368 1.44064
C -3.57555 -0.56197 -1.19996
C 4.95034 -3.65634 0.70360
C 5.49956 -0.14138 1.38105
C -1.50069 2.32795 -3.28279
C -3.15372 -1.32534 2.33598
C 5.87041 2.60215 -1.19674
C -3.11984 5.09859 2.33833
C 3.50996 4.21853 1.09559
C 6.02254 -4.13251 1.64594
C 1.85173 -3.03835 -3.35852
C 6.65896 0.16477 2.08464
C -3.82058 -1.05313 1.03090
C 1.21265 4.26954 -0.47081
C -3.28245 5.57113 1.01388
C -5.20603 -0.96814 0.91103
C 4.29747 0.45719 1.73119
C 5.28104 -3.10266 -0.53051
C -0.50183 0.78680 -5.41752
C -1.26471 1.96110 -5.68989
C -0.05566 -1.20193 3.72279
C -4.02410 -1.57779 3.53682
C 0.80651 1.29546 3.02795
C -1.74695 2.70615 -4.66568
C 2.17966 -3.09233 4.81536
C -2.11484 3.08793 1.40014
C 2.10257 5.87249 5.27248
C 4.21411 1.36525 2.79270
C 2.73059 5.61991 6.48457
C 1.83738 -1.66843 5.24145
C 3.31988 4.38235 6.70467
C -2.88232 4.86350 -0.08492
C 2.62348 -3.18427 0.24342
C 1.29400 3.43629 0.64149
H 3.33236 -4.12595 2.02874
H 6.96975 -4.27361 1.12493
H 6.66717 3.04329 -1.79502
H -5.84342 -1.13948 1.76731
H 3.21591 -3.33235 5.06588
H 1.03280 -2.82261 -4.04273
H 1.52564 -3.81421 5.31085
H -3.40099 -1.86163 4.37801
H 5.74519 -5.07365 2.12327
H 6.30367 2.05002 -0.36401
H 3.12964 1.98090 -1.16736
H 4.58709 -2.10032 -2.29738
H -0.09267 0.16574 -6.20432
H 4.26959 5.71872 -0.24306
H 2.45881 -0.95992 4.69391
H -2.35746 3.35981 3.45535
H -4.58429 -0.67809 3.80153
H 0.28027 -0.40158 -3.83047
H -1.67459 2.10581 1.53285
H 6.53865 1.00962 -3.42334
H 0.30589 4.27516 -1.06536
H 3.80657 4.17517 7.65145
H 2.05101 -3.19029 3.73629
H 2.81045 -2.87031 -3.84830
H -2.87775 -0.41565 -2.02513
H 5.23755 3.39070 -0.79796
H 3.71196 2.43342 5.91831
H 1.57940 -3.18624 0.53361
H 6.18026 -3.39573 2.43727
H -0.22141 -1.78915 5.59797
H 0.38106 1.24514 4.03423
H -1.45552 2.25889 -6.71764
H -2.74472 4.68053 4.63426
H 1.78174 -4.04943 -2.96195
H 6.32271 -3.05936 -0.83062
H 3.40661 0.21010 1.16214
H 4.33531 -0.29207 -4.45469
H 2.75104 6.37879 7.25790
H 0.44475 2.81897 0.91525
H -2.32581 3.60376 -4.85786
H -3.73733 6.54808 0.89208
H -2.57798 3.96861 -2.55924
H 7.60193 -0.29357 1.80713
H -4.74159 -2.37597 3.33272
H 7.50291 1.31619 3.68535
H -6.84106 -0.54627 -0.41467
H 5.35992 2.35005 4.31814
H 1.58619 5.10980 3.33955
H -3.02021 5.29634 -1.06682
H 5.53127 -0.83719 0.55082
H 4.41160 4.20949 1.70483
H 2.23005 5.74681 -1.65001
H 2.02979 -1.53262 6.30799
H -5.32714 -0.11239 -2.36750
H 1.62486 6.82851 5.09537